[1]
{"formula": "C44H48B2BiBrN18O2S", "method": "ωB97M-V/def2-TZVPD", "elements": ["C", "C", "H", "H", "H", "C", "C", "H", "C", "N", "N", "Bi", "H", "C", "H", "N", "H", "H", "H", "C", "C", "H", "H", "S", "C", "H", "H", "H", "C", "C", "N", "O", "C", "H", "H", "C", "C", "N", "N", "C", "C", "H", "H", "C", "C", "C", "C", "C", "H", "N", "C", "C", "B", "N", "H", "C", "H", "N", "C", "C", "C", "C", "C", "H", "H", "H", "N", "H", "N", "C", "H", "C", "H", "H", "N", "H", "H", "H", "H", "C", "C", "B", "Br", "N", "O", "N", "H", "H", "C", "H", "H", "N", "H", "C", "N", "H", "H", "C", "C", "C", "H", "C", "C", "H", "N", "C", "H", "C", "C", "H", "H", "N", "H", "H", "C", "H", "H"], "xyz": [[3.84458, 2.42957, -1.35989], [0.33779, 2.40747, 2.99434], [-0.58874, -4.91370, 2.60522], [1.12000, 3.66810, 4.63797], [-2.00137, -1.98477, 4.08819], [-1.45536, -3.00072, 2.46453], [-7.90344, -1.13195, -3.27711], [-3.93180, -2.31552, 0.69889], [-9.35249, 0.74205, 0.16197], [-6.30094, -1.37558, -5.05678], [-0.88938, -3.09954, -4.08109], [0.08817, 0.46005, -0.03290], [-3.74724, 1.24231, -0.74534], [-2.43809, 4.05719, -0.61452], [2.07209, -3.31872, -0.33346], [2.37338, -0.67208, 0.77580], [-1.72253, 2.84456, 2.56580], [3.72018, 2.81336, -3.52472], [7.88861, 2.60219, 0.76272], [-0.62812, -3.90680, 3.00290], [-4.85390, -2.58067, -2.51563], [2.08195, -3.98163, 1.31520], [-4.27003, 2.59524, 0.63326], [0.76254, -1.86479, -2.42531], [-3.90417, -2.16497, -0.37815], [6.41824, 5.81628, 0.45021], [-1.45366, -4.68770, -2.24859], [-1.50359, 1.39145, 3.54542], [-3.98133, -1.60465, -3.04699], [-4.84319, -2.84067, -1.17942], [2.23352, 2.21978, 1.95042], [-1.23860, 0.59596, -1.90889], [-8.42095, -0.52311, -2.13293], [-5.37044, 0.99636, -3.94559], [0.12147, 2.25988, -3.34609], [2.02746, 1.85304, -2.47390], [0.32045, -3.48673, 3.98711], [-0.86386, 2.57872, -0.22805], [4.81158, 3.57951, 1.41561], [2.63174, -1.92766, 1.17260], [-2.99085, -0.46203, -4.89952], [3.44247, 3.37948, 3.22861], [1.58241, -1.77290, 4.49673], [3.77521, -1.95233, 1.98179], [-4.02839, -1.20981, -4.41410], [-1.24510, 4.64575, -0.99090], [-6.73096, 1.17623, -2.31489], [-6.20927, 0.54988, -3.42626], [-8.36944, -2.02661, -3.67697], [3.36809, 0.09344, 1.28349], [0.62990, -2.09458, 4.09498], [-2.05124, -0.08014, -2.66612], [3.32633, 1.61768, 1.00942], [-2.19963, 2.82211, -0.15512], [-10.24411, 0.76029, -0.46973], [5.90164, 1.68350, 0.94447], [1.46588, 2.05318, -4.49584], [4.69157, 2.22832, 1.25123], [-2.46275, -0.71644, 2.63353], [6.82900, 2.68515, 0.95184], [6.09203, 3.85762, 1.25305], [4.20514, -0.64540, 2.02631], [-3.72018, -0.41551, 3.13314], [-1.09357, 5.63391, -1.39599], [4.80474, 2.80236, -1.03745], [0.77106, -2.90561, 0.76491], [0.91477, 1.83134, 1.92174], [-9.51656, 1.37576, 1.02890], [-0.88189, -3.91289, -1.95556], [-0.21832, -1.19609, 3.57960], [-4.24694, -0.86174, 3.96442], [-3.01277, -1.04335, -2.16724], [-0.62958, -2.38727, -4.74127], [4.23132, -2.81425, 2.44740], [1.84537, 1.50447, -1.18321], [-0.05535, -0.13496, 3.43224], [-9.16626, -0.28382, 0.49298], [-9.29174, -0.94893, -1.65215], [-5.52931, -3.11168, -3.17334], [6.59824, 5.26147, 1.37276], [-2.04491, 0.11538, -4.04454], [-3.39814, 1.87086, 0.21756], [1.38311, -4.73618, 4.83894], [2.98252, 1.87503, -0.49728], [-8.22946, 1.27644, -0.51456], [-1.56096, -1.71916, 3.20290], [6.01552, 0.63044, 0.73310], [-2.98553, -0.23246, -5.96106], [-4.11620, 0.61683, 2.30438], [5.04604, -0.19930, 2.53424], [-0.41515, -3.97221, -1.07181], [-2.10406, 0.02595, 1.60596], [-6.30300, 2.09825, -1.93819], [-1.11660, 2.39003, 3.35036], [-2.98310, -1.35527, -0.84109], [-1.30710, 0.79607, -4.44505], [6.08805, 5.78704, 2.17903], [1.02610, 1.69281, -3.56677], [1.28971, 3.11618, 3.72651], [-0.39624, -3.02100, -2.84722], [-1.24618, 2.97548, 4.25823], [2.46634, 2.97070, 3.03774], [-7.81954, 0.62086, -1.63876], [0.78603, 3.73662, -0.84612], [-3.13421, 0.86625, 1.42142], [-6.77132, -0.64480, -3.89681], [-2.09807, -3.10496, 1.60105], [-0.28499, 3.68069, -0.72536], [1.83950, -3.10494, 0.70972], [-5.53195, -3.55190, -0.73827], [0.73259, 0.65183, -3.68434], [-5.08525, -1.50962, -5.33791], [-3.44548, 4.44564, -0.63566], [-5.02734, 1.19415, 2.29951], [3.28519, 2.43454, -2.61397], [7.66973, 5.26922, 1.56695], [-1.57707, -3.78161, -4.35451]], "charge": 1, "homo_ha": [-0.3268, -0.3268], "lumo_energy_ev": [-2.6, -5.1], "spin_multiplicity": 2, "energy_ha": -6077.940934, "s_squared": 0.78}

[2]
{"formula": "C44H48BrN3SbV", "method": "ωB97M-V/def2-TZVPD", "elements": ["H", "Br", "H", "H", "H", "H", "H", "H", "C", "C", "C", "H", "H", "C", "H", "C", "C", "H", "H", "C", "H", "H", "C", "H", "Sb", "H", "C", "C", "C", "H", "H", "H", "C", "C", "C", "C", "H", "H", "H", "C", "C", "C", "C", "C", "N", "H", "C", "C", "C", "H", "H", "C", "C", "H", "H", "C", "H", "C", "H", "H", "C", "C", "H", "C", "H", "H", "H", "H", "C", "C", "C", "H", "C", "H", "H", "H", "H", "H", "C", "C", "H", "C", "H", "C", "H", "C", "N", "C", "H", "N", "H", "V", "H", "C", "C", "C", "H", "C"], "xyz": [[-1.66419, 1.05837, -4.11735], [-1.85968, -1.90999, -2.15934], [3.49139, 3.40125, -3.94168], [-1.54329, -2.03921, 6.69025], [4.74546, 0.37710, -1.32142], [-3.76593, -0.37265, 0.89219], [-3.79569, 0.45309, -5.17408], [4.88627, -1.97392, -2.42625], [2.78014, -0.65850, -1.25596], [0.12413, -2.07860, 5.34717], [1.76094, -1.00196, -3.53874], [-0.19469, 5.00404, -5.41584], [2.96422, -3.34170, -1.30198], [-2.84033, -0.72938, 1.34573], [2.30231, -3.94126, 5.02356], [4.14688, -1.58254, -3.12676], [-0.32011, 4.97937, 1.72330], [2.95967, -1.60527, 5.60046], [0.22599, -5.95298, 1.23217], [-4.96659, 0.83705, -3.41640], [2.26033, 2.15982, -2.20943], [1.80409, 0.56249, 2.80144], [-0.35900, 3.67066, -3.74814], [4.13396, -2.23136, -4.00424], [-0.66952, 1.87151, -1.27818], [3.09620, -0.38299, 4.34349], [-2.31340, 5.55237, 0.50976], [-1.39727, 5.82945, 1.51464], [2.17909, -3.71197, 3.96383], [-2.04700, -4.92993, -2.28474], [-3.01383, -0.87989, 5.08634], [1.30681, -4.26950, 3.61589], [-0.20139, -1.00692, 3.22232], [2.33684, -2.95217, -2.10607], [-1.23855, -3.34966, -1.08360], [-2.52646, -0.00549, 2.65599], [4.00403, 1.33066, 1.07977], [2.26480, 4.81900, -5.55569], [-2.90635, -1.81148, 1.46643], [0.34029, 4.37038, -4.72040], [-1.08705, 3.56295, -0.07696], [-0.16771, 3.85027, 0.93076], [0.32678, 2.84838, -2.85669], [-1.47450, -4.66833, -1.40767], [-0.53710, -2.95191, -0.02986], [0.67824, 3.19197, 1.10748], [-2.54494, 1.52221, -2.20157], [3.10646, -1.45770, 4.52871], [2.17335, 0.14627, 0.70148], [2.20868, -2.01287, 2.67585], [-1.51951, 6.70986, 2.13149], [1.42755, 0.07904, 1.90101], [-2.57852, 1.10663, -3.53411], [-2.87865, 4.23241, -1.07403], [1.29996, -2.98050, -1.77213], [-4.94487, 1.24929, -2.09123], [-1.23204, 1.53677, 1.83475], [-3.78275, 0.76534, -4.13773], [-3.14976, 6.21806, 0.34012], [0.75772, -2.62129, 6.03742], [0.62850, -1.72811, 4.09494], [-1.53748, -0.72844, 3.55547], [1.65745, -1.71745, -4.35817], [-0.20449, -5.23090, 0.55388], [-3.74133, 1.91223, -0.45315], [-5.86742, 1.31244, -1.52860], [-1.43727, 3.76711, -3.69525], [0.40044, 5.19580, 2.50123], [-0.02391, -3.88203, 0.78784], [-2.15789, 4.42626, -0.28854], [-3.73989, 1.58798, -1.48814], [2.08676, -0.05677, -3.96450], [3.81037, 0.19934, -0.81749], [-5.90525, 0.58094, -3.88965], [4.09907, -1.83102, 4.27223], [-2.09763, -0.51424, 0.56061], [-2.93745, 1.97608, 1.85970], [2.42504, -3.61782, -2.96718], [2.41201, 3.47095, -3.89602], [1.72365, 4.26806, -4.79787], [0.77068, -0.85044, -3.09871], [1.71355, 2.76301, -2.92591], [-1.08846, -6.67407, -0.76673], [-1.99151, -1.10981, 4.81148], [-2.00107, 1.98281, 3.35258], [2.02990, -2.20185, 3.73584], [0.31693, -0.61559, 1.94733], [-0.93694, -5.62348, -0.55725], [-3.46591, -0.01263, 3.21433], [1.77774, -0.66897, -0.36566], [0.53930, -3.50573, 1.63144], [-0.23014, -0.91871, -0.00275], [4.47487, -0.59460, -3.45351], [2.75347, -1.53142, -2.49877], [-1.16763, -1.76431, 5.71373], [-2.15320, 1.45307, 2.41158], [3.06186, -4.09222, 3.44785], [3.43139, 0.69038, 0.42630]], "charge": 1, "homo_ha": [-0.3648, -0.3721], "lumo_energy_ev": [-2.8, -2.9], "spin_multiplicity": 4, "energy_ha": -5627.832448, "s_squared": 3.76}